(1)
Density functional theory data (ωB97M-V/def2-TZVPD) for a cluster of 3 separate species, C55H68IN2O8 in total in a non-equilibrium geometry.

Last columns: bonded neighbours and bond lengths (Å).
Geometry (Å):
1 I 4.463 -0.510 -3.149  C38 2.139
2 O -0.854 1.943 0.835  C43 1.426, H122 0.963
3 O 0.709 -0.300 -1.123  C12 1.437, C31 1.383
4 O 0.902 3.219 -1.077  C33 1.193
5 O 8.582 3.601 -3.230  C60 1.212
6 O -7.039 4.237 5.848  C26 1.211
7 O 2.538 1.937 -1.913  C33 1.376, C66 1.407
8 O -5.873 0.317 2.379  C23 1.215
9 O 7.451 4.397 1.948  C57 1.212
10 N 2.760 -1.330 -0.258  C31 1.521, C32 1.537, H68 1.022, H123 1.026
11 N 6.582 -4.615 -1.455  C50 1.465, H76 1.014, H78 1.013
12 C 0.047 -0.152 0.144  O3 1.437, C43 1.525, H72 1.088, H121 1.093
13 C 0.808 2.637 -3.399  C33 1.491, H89 1.090, H98 1.086, H124 1.091
14 C -2.857 -2.535 -1.794  C24 1.540, C37 1.525, H85 1.095, H100 1.096
15 C -9.113 -2.260 0.755  C44 1.538, H80 1.091, H130 1.089, H132 1.090
16 C -8.256 0.087 3.837  C30 1.389, C63 1.384, H83 1.081
17 C -3.438 4.459 3.731  C18 1.385, C20 1.391, H97 1.082
18 C -4.623 4.428 4.448  C17 1.385, C59 1.391, H119 1.081
19 C -5.199 2.334 3.398  C23 1.492, C40 1.388, C59 1.395
20 C -3.131 3.425 2.853  C17 1.391, C40 1.383, H87 1.080
21 C -6.515 -1.438 -1.411  C42 1.549, C45 1.527, H109 1.091, H112 1.093
22 C 9.418 3.867 -1.038  C39 1.389, C60 1.489, C61 1.398
23 C -6.132 1.190 3.185  O8 1.215, C19 1.492, C30 1.488
24 C -2.189 -3.920 -1.885  C14 1.540, C62 1.539, H73 1.093, H81 1.090
25 C 10.152 4.157 1.241  C61 1.389, C64 1.384, H101 1.081
26 C -6.765 3.337 5.087  O6 1.211, C58 1.492, C59 1.493
27 C 2.227 -3.562 0.793  C32 1.543, C54 1.507, H108 1.088, H120 1.094
28 C 6.637 4.231 -0.257  C35 1.391, C52 1.394, C57 1.493
29 C 5.915 4.065 -2.551  C36 1.383, C52 1.390, H71 1.081
30 C -7.380 1.153 3.995  C16 1.389, C23 1.488, C58 1.398
31 C 2.090 -0.326 -1.184  O3 1.383, N10 1.521, C38 1.525, C66 1.540
32 C 2.585 -2.834 -0.521  N10 1.537, C27 1.543, C34 1.549, C46 1.554
33 C 1.360 2.642 -2.014  O4 1.193, O7 1.376, C13 1.491
34 C 1.632 -3.131 -1.705  C32 1.549, C41 1.533, C49 1.553, H82 1.093
35 C 5.318 4.410 0.144  C28 1.391, C65 1.384, H131 1.081
36 C 4.606 4.253 -2.147  C29 1.383, C65 1.392, H126 1.082
37 C -4.331 -2.518 -2.184  C14 1.525, C45 1.537, H92 1.091, H115 1.093
38 C 2.406 -0.754 -2.613  I1 2.139, C31 1.525, C49 1.550, H125 1.084
39 C 10.736 3.695 -1.440  C22 1.389, C48 1.384, H96 1.081
40 C -4.009 2.370 2.686  C19 1.388, C20 1.383, H116 1.082
41 C 0.160 -3.344 -1.331  C34 1.533, C62 1.532, H105 1.085, H128 1.091
42 C -6.707 -2.282 -0.126  C21 1.549, C44 1.536, H90 1.091, H107 1.094
43 C -1.163 0.775 0.077  O2 1.426, C12 1.525, C53 1.529, H70 1.096
44 C -7.696 -1.676 0.881  C15 1.538, C42 1.536, H74 1.091, H84 1.091
45 C -5.043 -1.226 -1.754  C21 1.527, C37 1.537, H91 1.093, H94 1.096
46 C 3.986 -3.349 -0.952  C32 1.554, C51 1.535, H113 1.090, H134 1.095
47 C -9.688 1.016 5.531  C56 1.385, C63 1.391, H106 1.082
48 C 11.756 3.760 -0.507  C39 1.384, C64 1.391, H95 1.082
49 C 1.837 -2.166 -2.905  C34 1.553, C38 1.550, H103 1.085, H129 1.089
50 C 5.332 -5.337 -1.703  N11 1.465, C51 1.525, H102 1.091, H117 1.099
51 C 4.224 -4.854 -0.772  C46 1.535, C50 1.525, H79 1.092, H110 1.090
52 C 6.935 4.047 -1.607  C28 1.394, C29 1.390, C60 1.493
53 C -1.670 1.091 -1.330  C43 1.529, H77 1.086, H93 1.090, H118 1.090
54 C 1.224 -2.947 1.735  C27 1.507, C55 1.328, H127 1.087
55 C 0.191 -3.599 2.255  C54 1.328, H88 1.084, H111 1.081
56 C -8.824 2.088 5.685  C47 1.385, C58 1.389, H133 1.081
57 C 7.717 4.252 0.774  O9 1.212, C28 1.493, C61 1.490
58 C -7.670 2.163 4.916  C26 1.492, C30 1.398, C56 1.389
59 C -5.504 3.364 4.288  C18 1.391, C19 1.395, C26 1.493
60 C 8.338 3.819 -2.063  O5 1.212, C22 1.489, C52 1.493
61 C 9.123 4.090 0.310  C22 1.398, C25 1.389, C57 1.490
62 C -0.760 -3.843 -2.449  C24 1.539, C41 1.532, H75 1.090, H114 1.092
63 C -9.408 0.020 4.602  C16 1.384, C47 1.391, H69 1.082
64 C 11.465 3.997 0.832  C25 1.384, C48 1.391, H99 1.082
65 C 4.304 4.418 -0.798  C35 1.384, C36 1.392, H67 1.083
66 C 2.675 1.054 -0.826  O7 1.407, C31 1.540, H86 1.094, H104 1.092
67 H 3.276 4.556 -0.484  C65 1.083
68 H 2.570 -1.092 0.717  N10 1.022
69 H -10.089 -0.812 4.479  C63 1.082
70 H -1.974 0.262 0.605  C43 1.096
71 H 6.161 3.930 -3.595  C29 1.081
72 H -0.293 -1.140 0.450  C12 1.088
73 H -2.128 -4.340 -0.877  C24 1.093
74 H -7.314 -1.870 1.885  C44 1.091
75 H -0.786 -3.138 -3.279  C62 1.090
76 H 6.477 -3.634 -1.687  N11 1.014
77 H -1.403 0.329 -2.056  C53 1.086
78 H 7.303 -4.963 -2.076  N11 1.013
79 H 3.328 -5.426 -1.024  C51 1.092
80 H -9.293 -2.591 -0.268  C15 1.091
81 H -2.801 -4.588 -2.491  C24 1.090
82 H 1.977 -4.108 -2.053  C34 1.093
83 H -8.026 -0.684 3.114  C16 1.081
84 H -7.729 -0.592 0.763  C44 1.091
85 H -2.295 -1.813 -2.395  C14 1.095
86 H 2.209 1.476 0.069  C66 1.094
87 H -2.206 3.440 2.295  C20 1.080
88 H -0.097 -4.575 1.882  C55 1.084
89 H 0.131 1.791 -3.518  C13 1.090
90 H -7.032 -3.287 -0.399  C42 1.091
91 H -4.968 -0.476 -2.547  C45 1.093
92 H -4.841 -3.383 -1.757  C37 1.091
93 H -2.759 1.139 -1.310  C53 1.090
94 H -4.556 -0.799 -0.870  C45 1.096
95 H 12.783 3.631 -0.822  C48 1.082
96 H 10.951 3.517 -2.484  C39 1.081
97 H -2.753 5.287 3.856  C17 1.082
98 H 0.316 3.582 -3.605  C13 1.086
99 H 12.265 4.055 1.558  C64 1.082
100 H -2.798 -2.177 -0.759  C14 1.096
101 H 9.913 4.339 2.280  C25 1.081
102 H 5.516 -6.391 -1.490  C50 1.091
103 H 0.904 -2.018 -3.438  C49 1.085
104 H 3.746 0.984 -0.625  C66 1.092
105 H -0.292 -2.439 -0.938  C41 1.085
106 H -10.584 0.957 6.134  C47 1.082
107 H -5.731 -2.371 0.361  C42 1.094
108 H 1.847 -4.545 0.521  C27 1.088
109 H -6.995 -0.470 -1.260  C21 1.091
110 H 4.529 -5.081 0.249  C51 1.090
111 H -0.374 -3.199 3.085  C55 1.081
112 H -7.010 -1.923 -2.256  C21 1.093
113 H 4.110 -3.151 -2.016  C46 1.090
114 H -0.438 -4.831 -2.786  C62 1.092
115 H -4.403 -2.570 -3.274  C37 1.093
116 H -3.780 1.563 2.003  C40 1.082
117 H 4.999 -5.272 -2.748  C50 1.099
118 H -1.317 2.075 -1.638  C53 1.090
119 H -4.876 5.222 5.136  C18 1.081
120 H 3.141 -3.680 1.381  C27 1.094
121 H 0.711 0.225 0.927  C12 1.093
122 H -1.336 2.674 0.434  O2 0.963
123 H 3.760 -1.132 -0.380  N10 1.026
124 H 1.621 2.508 -4.115  C13 1.091
125 H 1.871 -0.043 -3.232  C38 1.084
126 H 3.815 4.268 -2.886  C36 1.082
127 H 1.359 -1.910 2.033  C54 1.087
128 H 0.083 -4.097 -0.546  C41 1.091
129 H 2.508 -2.651 -3.613  C49 1.089
130 H -9.873 -1.531 1.031  C15 1.089
131 H 5.101 4.545 1.195  C35 1.081
132 H -9.213 -3.129 1.405  C15 1.090
133 H -9.035 2.871 6.399  C56 1.081
134 H 4.763 -2.835 -0.375  C46 1.095

gap between HOMO and LUMO: 8.60 eV
total charge: +1
multiplicity: 1

=====

(2)
Density functional theory data (ωB97M-V/def2-TZVPD) for a cluster of 3 separate species, C55H69F4N3O5S in total in a non-equilibrium geometry.

Last columns: bonded neighbours and bond lengths (Å).
Geometry (Å):
1 S 0.736 0.899 -0.303  C38 1.863, H106 1.393
2 F 2.183 -2.249 0.584  C25 1.384
3 F -0.639 -4.106 1.571  C19 1.397
4 F 0.789 -3.183 -1.070  C25 1.415
5 F -2.121 4.138 -2.401  C45 1.423
6 O -5.665 -0.485 1.010  C21 1.219
7 O -0.667 3.703 1.851  C50 1.436, C61 1.437
8 O -1.642 -4.660 -4.811  C40 1.219
9 O -10.606 -1.645 -0.636  C26 1.218
10 O 2.251 -7.562 -7.022  C15 1.218
11 N -3.065 2.053 2.799  C57 1.492, H119 1.036, H131 1.037
12 N -1.918 0.552 0.503  C38 1.484, C43 1.483, H102 1.036
13 N 3.565 -0.728 5.558  C39 1.503, H72 1.032, H92 1.031
14 C 7.076 2.560 -0.637  C28 1.605, C65 1.596, H85 1.142, H117 1.143
15 C 1.358 -6.921 -6.500  O10 1.218, C30 1.482, C42 1.481
16 C 2.920 -6.022 -4.788  C36 1.390, C42 1.394, H84 1.084
17 C -1.050 -6.258 -6.426  C29 1.394, C30 1.395, C40 1.482
18 C -6.231 -1.399 -3.029  C35 1.393, C66 1.389, H132 1.085
19 C -0.151 -2.852 1.193  F3 1.397, C25 1.426, C64 1.605
20 C 7.726 1.632 3.239  C56 1.595, C63 1.600, H76 1.134, H110 1.132
21 C -6.788 -0.780 0.639  O6 1.219, C47 1.481, C68 1.481
22 C -0.310 -7.825 -8.107  C30 1.395, C51 1.389, H100 1.084
23 C -2.653 3.266 0.540  C50 1.618, C57 1.595, H69 1.129, H99 1.145
24 C 2.694 1.508 4.806  C33 1.610, C39 1.604, H123 1.144, H129 1.129
25 C 0.937 -2.768 0.275  F2 1.384, F4 1.415, C19 1.426
26 C -9.474 -1.408 -0.256  O9 1.218, C41 1.481, C60 1.482
27 C -0.444 3.698 -0.655  C45 1.594, C50 1.619, H87 1.145, H90 1.127
28 C 6.916 1.648 0.673  C14 1.605, C63 1.600, H71 1.143, H95 1.130
29 C -2.357 -6.374 -6.897  C17 1.394, C44 1.389, H122 1.084
30 C -0.027 -6.996 -7.022  C15 1.482, C17 1.395, C22 1.395
31 C -10.008 -0.900 3.435  C37 1.393, C54 1.389, H70 1.085
32 C 0.621 -5.285 -4.761  C40 1.481, C42 1.395, C49 1.395
33 C 1.902 1.620 3.409  C24 1.610, C53 1.597, H78 1.145, H120 1.131
34 C 2.849 5.340 -0.013  C46 1.592, C62 1.599, H80 1.146, H98 1.144
35 C -7.514 -1.740 -3.452  C18 1.393, C52 1.390, H125 1.085
36 C 3.193 -5.206 -3.696  C16 1.390, C59 1.393, H107 1.085
37 C -8.709 -0.647 3.872  C31 1.393, C67 1.389, H75 1.085
38 C -0.728 1.408 0.731  S1 1.863, N12 1.484, C50 1.624, H79 1.145
39 C 2.369 0.179 5.641  N13 1.503, C24 1.604, H114 1.129, H124 1.144
40 C -0.759 -5.345 -5.295  O8 1.219, C17 1.482, C32 1.481
41 C -8.341 -1.415 -1.210  C26 1.481, C47 1.395, C52 1.394
42 C 1.635 -6.059 -5.327  C15 1.481, C16 1.394, C32 1.395
43 C -1.611 -0.898 0.456  N12 1.483, C64 1.590, H91 1.146, H115 1.147
44 C -2.637 -7.214 -7.968  C29 1.389, C51 1.393, H104 1.085
45 C -1.125 3.201 -2.008  F5 1.423, C27 1.594, H81 1.129, H89 1.144
46 C 3.924 4.404 0.695  C34 1.592, C58 1.628, H136 1.133, H137 1.130
47 C -7.053 -1.092 -0.784  C21 1.481, C41 1.395, C66 1.395
48 C 6.670 -0.815 2.893  C56 1.601, H88 1.134, H113 1.138, H121 1.133
49 C 0.902 -4.457 -3.674  C32 1.395, C59 1.390, H101 1.084
50 C -1.063 2.996 0.665  O7 1.436, C23 1.618, C27 1.619, C38 1.624
51 C -1.612 -7.933 -8.578  C22 1.389, C44 1.393, H74 1.085
52 C -8.568 -1.744 -2.546  C35 1.390, C41 1.394, H94 1.084
53 C 0.956 2.904 3.498  C33 1.597, C61 1.626, H73 1.133, H134 1.145
54 C -10.256 -1.134 2.088  C31 1.389, C60 1.394, H127 1.084
55 C 1.418 5.119 2.274  C61 1.606, C62 1.589, H109 1.138, H128 1.143
56 C 6.478 0.667 3.468  C20 1.595, C48 1.601, H103 1.140, H135 1.144
57 C -3.400 3.232 1.949  N11 1.492, C23 1.595, H118 1.138, H133 1.144
58 C 4.743 3.677 -0.509  C46 1.628, C65 1.600, H96 1.144, H116 1.145
59 C 2.185 -4.418 -3.143  C36 1.393, C49 1.390, H130 1.081
60 C -9.205 -1.115 1.172  C26 1.482, C54 1.394, C68 1.395
61 C 0.752 3.670 2.078  O7 1.437, C53 1.626, C55 1.606, H77 1.130
62 C 1.683 5.910 0.922  C34 1.599, C55 1.589, H108 1.146, H126 1.140
63 C 7.546 2.473 1.890  C20 1.600, C28 1.600, H86 1.140, H105 1.135
64 C -0.782 -1.463 1.690  C19 1.605, C43 1.590, H82 1.141, H83 1.129
65 C 6.318 3.956 -0.482  C14 1.596, C58 1.600, H93 1.145, H97 1.129
66 C -6.000 -1.075 -1.698  C18 1.389, C47 1.395, H111 1.084
67 C -7.662 -0.611 2.960  C37 1.389, C68 1.394, H112 1.084
68 C -7.908 -0.839 1.607  C21 1.481, C60 1.395, C67 1.394
69 H -3.142 2.651 -0.270  C23 1.129
70 H -10.826 -0.919 4.147  C31 1.085
71 H 5.799 1.523 0.883  C28 1.143
72 H 4.335 -0.237 6.039  N13 1.032
73 H 1.285 3.675 4.259  C53 1.133
74 H -1.831 -8.581 -9.419  C51 1.085
75 H -8.515 -0.477 4.925  C37 1.085
76 H 7.732 2.377 4.094  C20 1.134
77 H 1.365 3.140 1.291  C61 1.130
78 H 1.225 0.699 3.338  C33 1.145
79 H -0.413 1.235 1.818  C38 1.145
80 H 3.430 6.254 -0.386  C34 1.146
81 H -1.503 2.139 -1.941  C45 1.129
82 H -1.455 -1.752 2.565  C64 1.141
83 H 0.101 -0.836 2.010  C64 1.129
84 H 3.710 -6.630 -5.216  C16 1.084
85 H 8.184 2.673 -0.890  C14 1.142
86 H 6.831 3.326 2.135  C63 1.140
87 H -0.746 4.798 -0.550  C27 1.145
88 H 5.856 -1.023 2.131  C48 1.134
89 H -0.305 3.189 -2.806  C45 1.144
90 H 0.684 3.692 -0.671  C27 1.127
91 H -1.137 -1.245 -0.528  C43 1.146
92 H 3.837 -0.814 4.567  N13 1.031
93 H 6.572 4.552 -1.426  C65 1.145
94 H -9.565 -2.008 -2.882  C52 1.084
95 H 7.343 0.608 0.556  C28 1.130
96 H 4.514 2.556 -0.539  C58 1.144
97 H 6.664 4.582 0.392  C65 1.129
98 H 2.465 4.838 -0.966  C34 1.144
99 H -2.721 4.353 0.183  C23 1.145
100 H 0.484 -8.391 -8.582  C22 1.084
101 H 0.120 -3.847 -3.238  C49 1.084
102 H -2.218 0.778 -0.462  N12 1.036
103 H 5.539 1.092 2.983  C56 1.140
104 H -3.656 -7.308 -8.328  C44 1.085
105 H 8.506 2.953 1.521  C63 1.135
106 H 0.175 0.629 -1.549  S1 1.393
107 H 4.192 -5.182 -3.276  C36 1.085
108 H 2.012 6.964 1.230  C62 1.146
109 H 2.361 5.026 2.903  C55 1.138
110 H 8.695 1.055 3.146  C20 1.132
111 H -4.999 -0.815 -1.374  C66 1.084
112 H -6.654 -0.409 3.305  C67 1.084
113 H 7.692 -0.880 2.396  C48 1.138
114 H 1.403 -0.332 5.359  C39 1.129
115 H -2.624 -1.436 0.482  C43 1.147
116 H 4.363 4.072 -1.514  C58 1.145
117 H 6.623 1.987 -1.516  C14 1.143
118 H -4.511 3.364 1.742  C57 1.138
119 H -3.359 2.332 3.753  N11 1.036
120 H 2.575 1.617 2.500  C33 1.131
121 H 6.552 -1.537 3.759  C48 1.133
122 H -3.158 -5.813 -6.429  C29 1.084
123 H 2.474 2.391 5.499  C24 1.144
124 H 2.303 0.474 6.745  C39 1.144
125 H -7.692 -2.002 -4.489  C35 1.085
126 H 0.722 6.068 0.330  C62 1.140
127 H -11.268 -1.335 1.754  C54 1.084
128 H 0.689 5.734 2.904  C55 1.143
129 H 3.804 1.545 4.601  C24 1.129
130 H 2.401 -3.779 -2.298  C59 1.081
131 H -3.773 1.339 2.547  N11 1.037
132 H -5.411 -1.389 -3.738  C18 1.085
133 H -3.076 4.182 2.497  C57 1.144
134 H -0.072 2.537 3.845  C53 1.145
135 H 6.270 0.666 4.593  C56 1.144
136 H 4.696 4.960 1.311  C46 1.133
137 H 3.498 3.564 1.319  C46 1.130

gap between HOMO and LUMO: 7.36 eV
total charge: 0
multiplicity: 1
SMILES: CCCCCCCCCCCC[C@@H](CCCCN)O[C@@](CCN)(CCF)[C@H](S)NCCC(F)=C(F)F.O=C1c2ccccc2C(=O)c2ccccc21.O=C1c2ccccc2C(=O)c2ccccc21

=====

no.,HOMO (eV)
1,-11.18
2,-8.50